267
Properties=species:S:1:pos:R:3 method="wB97M-V/def2-TZVPD" total_charge=+2 homo_energy_ev=-12.5 fmax_ev_per_a=6.77 lumo_ev=-6.1 de_lowest_kcal_mol=7.86 total_energy_ha=-12920.09342 gap_ev=6.4
C 18.028 28.060 17.175
N 17.461 26.675 17.164
C 18.424 25.679 17.273
C 18.019 24.415 17.574
C 16.663 24.102 17.473
C 15.764 25.092 17.255
C 16.159 26.401 17.144
C 16.208 22.697 17.557
C 15.229 22.358 16.630
C 14.555 21.183 16.811
N 14.916 20.267 17.780
C 15.990 20.517 18.565
C 16.632 21.753 18.441
C 14.217 18.988 17.779
H 17.250 28.797 17.479
H 18.367 28.263 16.175
H 18.890 28.010 17.816
H 19.459 26.057 17.225
H 18.807 23.715 17.726
H 14.692 24.900 17.203
H 15.491 27.260 17.015
H 14.877 23.054 15.844
H 13.648 20.963 16.288
H 16.429 19.793 19.191
H 17.343 22.036 19.163
H 14.291 18.631 16.741
H 13.139 19.219 18.060
H 14.772 18.303 18.363
C 18.203 20.093 12.343
N 16.733 19.940 12.728
C 15.863 20.966 12.918
C 14.555 20.691 13.287
C 14.135 19.437 13.593
C 15.032 18.383 13.416
C 16.313 18.675 13.000
C 12.671 19.230 13.992
C 12.211 17.998 14.472
C 10.883 17.728 14.563
N 10.039 18.645 14.142
C 10.427 19.853 13.826
C 11.749 20.234 13.742
C 8.652 18.390 14.290
H 18.486 21.188 12.387
H 18.259 19.595 11.375
H 18.887 19.543 12.999
H 16.256 21.996 12.857
H 13.892 21.590 13.187
H 14.850 17.347 13.707
H 17.064 17.938 13.021
H 12.876 17.170 14.736
H 10.521 16.756 14.822
H 9.588 20.473 13.644
H 12.104 21.225 13.526
H 8.387 17.887 13.335
H 8.089 19.300 14.470
H 8.606 17.594 15.085
C 19.879 20.353 24.417
C 19.277 21.512 23.530
C 20.040 22.880 23.431
C 21.455 22.790 22.862
C 21.282 22.524 21.334
C 20.501 21.220 21.051
N 19.346 21.075 21.995
O 18.327 20.814 21.610
C 21.379 19.986 21.392
C 20.026 21.153 19.663
C 17.840 21.805 23.886
H 19.566 19.353 24.115
H 19.481 20.501 25.432
H 21.030 20.321 24.395
H 20.094 23.294 24.500
H 19.373 23.468 22.838
H 21.997 22.046 23.401
H 21.960 23.780 22.919
H 22.300 22.397 20.947
H 20.917 23.381 20.766
H 22.059 19.742 20.614
H 20.709 19.077 21.562
H 21.984 20.024 22.331
H 19.419 22.110 19.444
H 19.486 20.215 19.426
H 20.929 21.260 19.021
H 17.773 22.270 24.913
H 17.392 20.814 24.023
H 17.238 22.359 23.152
C 13.000 29.628 18.045
C 13.622 30.778 17.113
C 15.083 30.526 16.685
C 15.603 31.477 15.559
C 14.579 31.219 14.433
C 13.174 31.623 14.611
N 12.711 31.056 15.887
O 11.545 30.705 15.917
C 12.277 31.021 13.539
C 12.920 33.110 14.886
C 13.533 32.095 17.928
H 13.735 29.319 18.774
H 12.741 28.782 17.439
H 12.121 29.912 18.707
H 15.135 29.574 16.132
H 15.752 30.548 17.573
H 16.599 31.373 15.107
H 15.465 32.579 15.713
H 14.725 30.171 14.161
H 14.813 31.750 13.490
H 12.806 31.350 12.676
H 11.237 31.370 13.484
H 12.326 29.951 13.578
H 13.505 33.417 15.764
H 11.826 33.118 15.166
H 13.242 33.625 14.014
H 12.528 32.578 17.883
H 14.160 32.931 17.667
H 13.779 31.834 18.961
C 10.825 11.636 23.676
C 11.667 12.016 22.484
N 11.906 13.488 22.223
C 12.450 14.205 23.411
C 12.876 13.662 21.046
C 14.314 13.176 21.398
C 10.578 14.113 21.860
C 9.805 13.561 20.663
O 9.025 12.402 21.075
C 8.330 11.837 20.013
H 11.100 11.976 24.703
H 10.889 10.551 23.794
H 9.757 11.920 23.741
H 11.064 11.724 21.593
H 12.623 11.447 22.542
H 11.768 14.452 24.242
H 12.832 15.163 23.132
H 13.336 13.614 23.875
H 12.879 14.740 20.870
H 12.501 13.166 20.161
H 14.813 13.311 20.399
H 14.358 12.105 21.548
H 14.774 13.768 22.154
H 10.879 15.150 21.745
H 10.048 14.062 22.786
H 10.506 13.376 19.834
H 9.152 14.309 20.356
H 7.660 12.507 19.559
H 7.854 10.914 20.292
H 8.976 11.564 19.198
C 20.500 24.813 13.326
C 21.402 24.877 12.164
N 22.710 25.548 12.479
C 23.406 24.928 13.598
C 23.651 25.548 11.196
C 24.188 24.201 10.961
C 22.393 26.985 12.809
C 22.221 27.924 11.659
O 21.098 27.505 10.917
C 20.904 28.498 9.966
H 20.717 24.178 14.148
H 19.557 24.393 13.050
H 20.098 25.724 13.720
H 20.932 25.494 11.363
H 21.646 23.875 11.774
H 23.028 25.232 14.563
H 24.523 24.997 13.523
H 23.118 23.874 13.497
H 24.391 26.327 11.452
H 23.039 25.920 10.392
H 23.461 23.466 10.701
H 24.861 23.790 11.748
H 24.896 24.189 10.105
H 23.244 27.373 13.353
H 21.658 27.118 13.588
H 23.153 28.006 11.051
H 22.158 28.903 12.085
H 21.830 28.642 9.399
H 20.625 29.365 10.541
H 20.120 28.218 9.239
C 10.664 21.725 21.023
C 11.365 23.082 21.029
N 12.860 23.092 20.919
C 13.240 22.467 19.661
C 13.349 24.484 20.931
C 12.875 25.346 19.712
C 13.498 22.327 22.032
C 13.559 23.016 23.382
O 14.652 23.930 23.358
C 14.657 24.880 24.428
H 9.586 21.816 21.067
H 10.896 21.121 21.904
H 10.870 21.105 20.123
H 11.040 23.769 21.794
H 11.006 23.587 20.125
H 12.731 22.956 18.836
H 12.966 21.389 19.791
H 14.284 22.450 19.610
H 14.413 24.350 20.816
H 13.070 24.868 21.925
H 11.848 25.650 19.700
H 12.971 24.783 18.791
H 13.510 26.297 19.752
H 14.544 21.989 21.766
H 13.013 21.383 22.135
H 13.691 22.222 24.063
H 12.609 23.491 23.475
H 14.644 24.361 25.415
H 13.805 25.566 24.354
H 15.642 25.317 24.394
N 13.183 17.652 22.214
S 14.486 18.312 21.559
O 15.613 18.197 22.436
O 14.283 19.490 20.691
F 14.872 17.162 20.464
S 12.146 18.374 23.108
O 12.736 19.516 23.777
O 11.473 17.324 23.812
F 11.053 19.055 22.201
N 11.023 21.498 17.457
S 9.897 20.521 17.934
O 8.698 20.805 18.671
O 10.611 19.354 18.379
F 9.321 19.959 16.474
S 10.652 22.923 16.768
O 11.031 23.923 17.748
O 9.471 22.991 16.037
F 11.716 23.073 15.587
N 19.900 19.786 15.207
S 20.672 21.150 15.614
O 21.441 21.356 16.831
O 19.831 22.255 15.172
F 21.831 20.927 14.529
S 18.551 19.312 16.013
O 18.716 18.914 17.424
O 17.852 18.354 15.223
F 17.562 20.621 16.055
N 16.519 25.488 20.433
S 16.542 27.113 20.527
O 16.525 27.416 21.887
O 15.768 27.555 19.374
F 18.033 27.568 20.108
S 17.306 24.595 21.444
O 16.925 23.285 21.114
O 17.511 24.978 22.785
F 18.818 24.735 20.774
N 14.852 26.575 13.878
S 15.677 25.321 13.518
O 14.917 24.053 13.631
O 16.928 25.226 14.245
F 16.042 25.517 12.025
S 13.373 26.570 14.401
O 13.217 26.269 15.802
O 12.341 26.255 13.443
F 13.429 28.194 14.493
N 13.463 16.040 17.151
S 14.669 15.120 16.462
O 14.621 15.171 15.011
O 15.052 13.883 17.093
F 15.795 16.127 16.712
S 12.028 15.521 17.274
O 11.746 14.569 18.291
O 11.414 15.264 16.022
F 11.450 16.777 17.922
N 20.965 28.046 15.508
S 20.877 29.629 15.466
O 22.021 30.389 15.927
O 19.598 30.195 15.829
F 21.005 29.745 13.883
S 21.872 27.139 16.452
O 21.420 25.826 16.251
O 21.874 27.651 17.757
F 23.319 27.150 15.772